1.
Formula: C4H12N3O2S
Source: the Open Molecules 2025 dataset
Level of theory: the ωB97M-V functional and the def2-TZVPD basis

XYZ file:
```
22
Properties=species:S:1:pos:R:3:nbo_charge:R:1
C 0.7113 -1.5413 -0.6184 0.66
C 1.5520 1.6320 -0.5369 -0.74
C -1.6650 2.5601 1.3403 -0.84
C 0.2665 0.9741 -0.4075 -0.33
N 1.5306 -2.1886 -1.3909 -0.77
N -0.3365 -2.1053 -0.0962 -0.43
N -0.8436 -3.3915 -0.2452 -0.59
O -1.3889 -0.0735 1.3381 -0.99
O 0.5565 1.2130 2.1425 -0.92
S -0.5714 1.1087 1.2223 2.08
H 2.0390 1.5315 0.4502 0.27
H 2.2341 1.3280 -1.3182 0.24
H 1.5169 2.8006 -0.6980 0.27
H -2.6176 2.2064 1.6765 0.27
H -1.0956 3.1990 2.0150 0.27
H -1.6025 3.1451 0.4310 0.26
H -0.2928 1.0397 -1.2830 0.19
H 1.3480 -3.1350 -1.4877 0.41
H -0.9034 -1.5126 0.5547 0.48
H -1.8218 -3.4977 0.0874 0.41
H 2.2547 -1.8895 -1.8976 0.43
H -0.8705 -3.4035 -1.2786 0.36
```

As for the spin multiplicity: 3. For the HOMO-LUMO gap (spin up / spin down), the calculation gives 9.394 / 6.773 eV. As for the expectation value of S²: 2.009. As for the total charge: +1. The value obtained for the HOMO energy (spin up / spin down) is -12.4 / -14.2 eV.

---

2.
Formula: C23H42CrF3N2O15
Source: the Open Molecules 2025 dataset
Level of theory: the ωB97M-V functional and the def2-TZVPD basis

XYZ file:
```
86
Properties=species:S:1:pos:R:3:lowdin_spin:R:1
Cr 3.0972 8.7707 -2.9689 3.81
C 2.6154 8.1249 1.2831 0.00
C 3.4540 7.8243 0.0448 0.00
C 3.5823 6.3286 -0.1902 0.00
O 2.9170 8.4700 -1.0545 0.04
H 2.7343 9.1379 1.6495 0.00
H 2.8455 7.3990 2.0719 0.00
H 1.5684 7.8623 1.0859 0.00
H 4.4499 8.2535 0.2794 0.00
H 2.5771 5.8819 -0.1583 0.00
H 4.1208 5.7516 0.5663 0.00
H 3.9996 6.1405 -1.1805 0.00
C 7.4494 8.4948 1.5723 0.00
C 6.9525 8.2303 2.9747 0.00
O 5.8217 9.0951 3.1997 0.00
C 5.0838 8.8140 4.2523 0.00
O 5.3028 7.9568 5.0586 0.00
C 3.8843 9.7743 4.4438 0.00
F 3.8956 10.7679 3.5454 0.00
F 2.7711 9.0492 4.1998 0.00
F 3.8699 10.2481 5.6708 0.00
H 7.7297 9.5504 1.5067 0.00
H 6.6349 8.3249 0.8661 0.00
H 8.3106 7.9017 1.2777 0.00
H 7.6910 8.5017 3.7299 0.00
H 6.7059 7.1750 3.0930 0.00
C 5.3379 5.2565 -4.6597 0.00
O 6.2990 5.8864 -3.8176 0.00
C 5.9522 7.0028 -3.2392 0.01
O 4.8274 7.4900 -3.2680 0.05
O 6.9893 7.5324 -2.6417 0.00
C 6.8245 8.8223 -2.0404 0.00
H 5.8628 4.4557 -5.1667 0.00
H 4.9405 5.9299 -5.4245 0.00
H 4.4637 4.8968 -4.1182 0.00
H 7.6402 8.9028 -1.3238 0.00
H 5.9263 8.8617 -1.4215 0.00
H 6.9203 9.5953 -2.7969 0.00
C 5.3725 11.9149 -4.5030 0.00
O 5.4321 12.3091 -3.1466 0.00
C 4.6829 11.6569 -2.2960 0.01
O 3.9406 10.7348 -2.5866 0.03
O 4.8860 12.1082 -1.0904 0.00
C 4.1627 11.4477 -0.0179 0.00
H 4.3841 12.1488 -4.9156 0.00
H 5.4976 10.8385 -4.6141 0.00
H 6.0688 12.4814 -5.1077 0.00
H 3.3895 12.1388 0.3168 0.00
H 4.8648 11.3230 0.8035 0.00
H 3.7202 10.4963 -0.3037 0.00
C -0.4427 7.2413 3.6083 0.00
O -1.6644 7.9180 3.4336 0.00
C -1.8791 8.4933 2.2516 0.00
O -1.2617 8.2395 1.2457 0.00
O -2.9073 9.2987 2.3857 0.00
C -3.5066 9.8468 1.2211 0.00
H -0.3419 6.3406 2.9927 0.00
H -0.3863 6.8788 4.6321 0.00
H 0.4138 7.8863 3.3998 0.00
H -4.5248 10.1251 1.4893 0.00
H -3.6113 9.0903 0.4446 0.00
H -3.0198 10.7613 0.8918 0.00
C 1.4988 3.7565 -3.2441 0.00
O 1.8633 5.0949 -3.6656 0.00
C 1.3072 6.1289 -3.0889 0.01
O 1.7157 7.2560 -3.3153 0.03
O 0.2986 5.8335 -2.3369 0.00
C -0.2334 6.8727 -1.4445 0.00
H 0.4562 3.6004 -3.5059 0.00
H 1.7065 3.6088 -2.1901 0.00
H 2.1077 3.0980 -3.8544 0.00
H 0.1696 7.8485 -1.6748 0.00
H -0.0029 6.5744 -0.4278 0.00
H -1.3008 6.7682 -1.6082 0.00
C 3.5008 5.4236 4.1248 0.00
C 3.8610 4.0220 4.2337 0.00
N 4.1475 2.9156 4.3215 0.00
H 2.4612 5.6672 3.9066 0.00
H 4.0682 5.8052 3.2722 0.00
H 3.7427 5.9583 5.0404 0.00
C 0.7123 11.0008 2.7189 0.00
C -0.4009 11.8671 2.3634 0.00
N -1.3074 12.5197 2.1169 0.00
H 0.5410 10.0789 2.1549 0.00
H 0.6809 10.7235 3.7735 0.00
H 1.7042 11.4010 2.5395 0.00
```

As for the spin multiplicity: 5. For the HOMO-LUMO gap (spin up / spin down), the calculation gives 8.303 / 8.909 eV. As for the expectation value of S²: 6.013. As for the total charge: +1. The value obtained for the HOMO energy (spin up / spin down) is -11.5 / -12.0 eV.

---

3.
Formula: C25H61FN2O18P4S
Source: the Open Molecules 2025 dataset
Level of theory: the ωB97M-V functional and the def2-TZVPD basis

XYZ file:
```
112
Properties=species:S:1:pos:R:3:mulliken_charge:R:1
C -5.9549 2.1503 2.7764 -0.93
C -4.9150 1.0712 2.9888 0.59
O -3.9317 1.0179 2.2920 -0.54
O -5.0941 0.1554 3.9766 -0.30
C -5.4191 0.6866 5.2741 -0.76
C -4.4857 0.0810 6.3207 -0.65
C -4.1109 1.0950 7.4129 -0.41
C -3.3513 0.3713 8.5285 -1.21
C -2.3037 1.1991 9.3114 -0.74
N -2.3288 2.6903 9.0332 0.16
P -0.7392 3.3272 9.3638 0.64
N -0.7242 4.8027 9.7789 -0.65
O -0.1137 2.4107 10.5170 -0.48
O 0.0766 2.9515 8.0502 -0.44
S -3.4896 3.4266 9.9785 1.05
O -3.5888 4.8042 9.7249 -0.49
O -4.6732 2.6528 9.8802 -0.58
F -2.9348 3.1675 11.4358 -0.24
H -5.4573 3.1171 2.7736 0.31
H -6.4233 1.9863 1.8092 0.32
H -6.7106 2.1613 3.5581 0.37
H -6.4512 0.4144 5.4993 0.30
H -5.3430 1.7743 5.3139 0.51
H -3.5903 -0.3461 5.8718 0.42
H -5.0356 -0.7104 6.8356 0.22
H -3.5610 1.9353 6.9925 0.44
H -5.0603 1.4526 7.8099 0.32
H -2.7916 -0.4358 8.0491 0.50
H -4.0214 -0.1100 9.2376 0.37
H -2.3812 1.0170 10.3817 0.45
H -1.3179 0.8521 9.0146 0.51
H -0.2037 5.4068 9.1598 0.21
H -0.6832 2.3650 11.2948 0.37
H 0.8883 3.4726 8.0628 0.33
O -0.1105 0.5290 -1.1524 -0.74
P -1.0278 0.3877 -2.2981 1.43
O -0.5732 1.3830 -3.4648 -0.43
C 0.6548 1.1511 -4.1702 -0.31
C 0.5584 0.0021 -5.1549 -0.91
O -2.3514 1.1752 -1.7806 -0.51
C -2.5148 1.5007 -0.3942 0.17
C -2.0638 2.9168 -0.1034 -1.35
O -1.8612 -0.6406 -3.1852 -0.36
C -2.4564 -1.8184 -2.5824 -0.27
C -3.7335 -1.5115 -1.8241 -0.88
H 1.4634 0.9825 -3.4527 0.23
H 0.8727 2.0761 -4.7012 0.30
H 0.4333 -0.9511 -4.6373 0.25
H 1.4618 -0.0569 -5.7631 0.38
H -0.3021 0.1311 -5.8108 0.25
H -1.9877 0.7854 0.2346 0.15
H -3.5742 1.3982 -0.1667 0.30
H -1.0852 3.1178 -0.5389 0.32
H -2.0183 3.0861 0.9729 0.32
H -2.7643 3.6348 -0.5340 0.33
H -1.7275 -2.3142 -1.9376 0.23
H -2.6692 -2.4909 -3.4109 0.33
H -3.5249 -1.0947 -0.8389 0.12
H -4.3054 -2.4283 -1.6765 0.43
H -4.3410 -0.7891 -2.3663 0.28
O 2.8543 -0.2534 -8.8448 -0.64
P 4.0391 -0.5787 -9.6473 0.91
O 5.3478 -0.7261 -8.7481 -0.33
C 5.4433 -1.7821 -7.7810 -0.24
C 5.7019 -3.1350 -8.4160 -0.98
O 4.4577 0.7983 -10.3925 -0.33
C 3.5887 1.9299 -10.4040 -0.30
C 3.9395 2.9069 -9.3003 -1.20
O 4.4083 -1.5454 -10.8468 -0.27
C 3.4657 -1.7702 -11.9247 -0.31
C 3.4287 -0.6270 -12.9195 -0.98
H 4.5362 -1.8042 -7.1710 0.22
H 6.2736 -1.5146 -7.1296 0.31
H 4.8434 -3.4685 -9.0006 0.25
H 5.9006 -3.8821 -7.6473 0.41
H 6.5554 -3.0823 -9.0916 0.25
H 2.5461 1.6189 -10.3303 0.37
H 3.7124 2.4087 -11.3778 0.39
H 4.0565 2.3951 -8.3456 0.28
H 3.1649 3.6687 -9.2026 0.35
H 4.8840 3.4066 -9.5203 0.31
H 2.4734 -1.9662 -11.5142 0.32
H 3.8011 -2.6801 -12.4180 0.32
H 2.8315 0.2057 -12.5491 0.21
H 2.9771 -0.9628 -13.8533 0.41
H 4.4318 -0.2528 -13.1174 0.28
O 1.4014 -1.3102 4.2797 -0.76
P 1.4971 -2.3262 3.2238 1.11
O 1.3537 -3.8028 3.8159 -0.32
C 0.1218 -4.2119 4.4234 -0.31
C -0.9702 -4.4871 3.4065 -0.93
O 3.0631 -2.3854 2.8121 -0.34
C 3.9840 -1.3908 3.2523 -0.32
C 4.7235 -1.8344 4.4985 -1.22
O 0.9271 -2.5610 1.7687 -0.30
C 0.7907 -1.4490 0.8356 0.04
C 2.1152 -1.0652 0.2067 -0.85
H -0.1998 -3.4565 5.1456 0.29
H 0.3503 -5.1222 4.9760 0.31
H -1.2832 -3.5710 2.9040 0.21
H -1.8425 -4.9217 3.8959 0.41
H -0.6119 -5.1735 2.6394 0.25
H 3.4769 -0.4400 3.4191 0.36
H 4.6914 -1.2372 2.4345 0.39
H 4.0333 -2.2210 5.2476 0.29
H 5.2846 -1.0028 4.9277 0.36
H 5.4270 -2.6335 4.2596 0.30
H 0.3254 -0.5966 1.3297 0.31
H 0.1034 -1.7961 0.0685 0.00
H 2.7115 -0.4492 0.8803 0.18
H 1.9365 -0.4845 -0.6932 0.21
H 2.6998 -1.9530 -0.0348 0.31
```

For the HOMO-LUMO gap, the calculation gives 9.905 eV. The value obtained for the HOMO energy is -9.6 eV.

---

4.
Formula: C24H28N6O4PtS
Source: the Open Molecules 2025 dataset
Level of theory: the ωB97M-V functional and the def2-TZVPD basis

XYZ file:
```
64
Properties=species:S:1:pos:R:3:nbo_charge:R:1
Pt 2.1178 1.0857 0.2160 0.86
O -1.1288 2.3061 1.8502 -0.98
S -0.4261 2.7212 0.6546 2.30
O 0.6629 3.6314 0.8356 -0.91
N 0.1541 1.3753 -0.1155 -0.93
C -0.6883 0.3204 -0.0833 0.29
C -2.0244 0.1717 0.0241 -0.40
C -2.3831 -1.2677 0.3817 -0.02
C -0.4587 -3.0605 0.9296 0.00
C 0.9124 -2.9131 0.8242 0.06
C 1.9071 -3.8878 0.7759 -0.20
C 3.0822 -3.5965 0.0872 -0.23
C 3.1566 -2.4216 -0.6598 0.05
N 2.2845 -1.4334 -0.6356 -0.42
C 1.2716 -1.4839 0.3997 0.22
C -1.6667 3.2717 -0.5241 -0.24
C -2.8945 3.7463 -0.1007 -0.22
C -3.9046 3.9394 -1.0316 -0.21
C -3.6859 3.6334 -2.3646 -0.20
C -2.4487 3.1684 -2.7809 -0.21
C -1.4307 2.9905 -1.8579 -0.21
H -2.7627 0.9514 0.0192 0.25
H -3.0795 -1.2615 1.2301 0.22
H -1.0209 -3.8974 1.2925 0.23
H 1.7051 -4.8814 1.1449 0.22
H 3.8674 -4.3283 0.0121 0.23
H 3.9609 -2.3011 -1.3742 0.20
H -3.0533 3.9366 0.9499 0.24
H -4.8706 4.3061 -0.7162 0.22
H -4.4871 3.7438 -3.0810 0.21
H -2.2833 2.9231 -3.8191 0.22
H -0.4597 2.6182 -2.1472 0.25
N 4.1817 0.9157 0.4939 -0.77
C 4.7140 2.2858 0.4416 -0.36
C 3.9692 3.0602 -0.7160 0.78
O 4.5521 3.9659 -1.2661 -0.65
O 2.8098 2.6135 -0.9794 -0.73
H 4.4775 0.4198 1.3372 0.40
H 4.4859 0.3781 -0.3246 0.39
H 5.7974 2.3059 0.2717 0.20
H 4.4848 2.8072 1.3761 0.22
C -2.4066 -2.3951 -2.0060 -0.40
C -1.2996 -1.3956 -2.3281 -0.23
N -0.2110 -1.6632 -1.4182 -0.70
C -0.1175 -1.0664 -0.1301 0.29
N 1.7121 -0.4563 1.3209 -0.72
C 1.3846 -0.4024 2.7138 -0.21
C 0.2605 -1.3536 3.1271 -0.43
C -1.0073 -1.1727 2.3001 -0.23
N -1.0499 -1.7412 0.8920 -0.31
C -3.1222 -2.0823 -0.6906 -0.41
H -1.9410 -3.3803 -1.9544 0.21
H -3.1407 -2.4100 -2.8111 0.21
H -1.6796 -0.3670 -2.2625 0.20
H -0.9382 -1.5728 -3.3421 0.21
H 0.7139 -1.6187 -1.8381 0.42
H 1.0901 0.6367 2.9373 0.21
H 2.2798 -0.6350 3.3184 0.17
H -0.0157 -1.1126 4.1564 0.24
H 0.6162 -2.3850 3.1059 0.21
H -1.2357 -0.1048 2.2515 0.28
H -1.8194 -1.6868 2.8248 0.21
H -4.0088 -1.4759 -0.8996 0.23
H -3.4637 -3.0167 -0.2397 0.21
```

For the HOMO-LUMO gap, the calculation gives 5.513 eV. The value obtained for the HOMO energy is -7.0 eV.

---

Number 1: M 166.2 g/mol, strongest force on any atom 4.40 eV/Å. Number 2: M 695.6 g/mol, strongest force on any atom 2.37 eV/Å. Number 3: M 852.7 g/mol, strongest force on any atom 6.00 eV/Å. Number 4: M 691.7 g/mol, strongest force on any atom 3.92 eV/Å.